[1]
Entry from the Open Molecules 2025 dataset: one molecule with the formula C23H29N3O4 (ωB97M-V/def2-TZVPD).

Atoms and positions in Å:
C -1.93 6.13 -2.12
H -3.00 6.10 -2.29
C -1.43 4.77 -1.64
C 0.06 4.80 -1.31
C 0.59 3.41 -0.93
N -0.10 2.94 0.26
C -1.07 1.94 0.16
O -2.18 2.06 0.63
N -0.67 0.85 -0.56
C 0.67 0.31 -0.48
H 1.39 1.10 -0.29
C 0.75 -0.73 0.65
H 0.53 -0.23 1.59
H 1.77 -1.13 0.70
C -0.27 -1.86 0.43
C 0.17 -2.72 -0.75
O -0.26 -2.61 -1.88
N 1.14 -3.61 -0.43
H 1.42 -3.73 0.53
C 1.66 -4.57 -1.38
C 1.26 -5.96 -1.04
C 0.15 -6.69 -1.35
C 0.30 -7.94 -0.69
C 1.48 -7.88 -0.02
O 2.07 -6.68 -0.22
C 2.18 -8.87 0.85
H 3.16 -9.10 0.45
H 1.59 -9.78 0.90
H 2.31 -8.48 1.85
H -0.38 -8.76 -0.72
H -0.66 -6.38 -1.98
H 2.76 -4.50 -1.41
H 1.25 -4.29 -2.36
C -1.66 -1.26 0.24
C -1.67 -0.17 -0.84
H -2.64 0.31 -0.87
H -1.43 -0.62 -1.81
H -2.36 -2.05 -0.05
H -2.00 -0.83 1.18
H -0.28 -2.50 1.33
H 0.90 -0.17 -1.44
C -0.22 3.92 1.26
C -0.54 3.55 2.57
C -0.57 4.49 3.58
C -0.28 5.81 3.30
C 0.03 6.20 2.01
C 0.05 5.26 0.98
O 0.35 5.71 -0.27
H 0.25 7.22 1.77
H -0.30 6.55 4.09
H -0.83 4.18 4.58
H -0.76 2.51 2.77
H 1.66 3.48 -0.73
H 0.42 2.71 -1.75
H 0.62 5.18 -2.18
H -1.61 4.01 -2.41
H -1.99 4.47 -0.75
H -1.43 6.41 -3.04
H -1.71 6.89 -1.37

Results
- SMILES: CC[C@@H]1CN(C(=O)N2CCC(C(=O)NCc3ccc(C)o3)CC2)c2ccccc2O1
- Maximum force: 0.93 eV/A
- LUMO level: 0.022 hartree
- Net charge: 0
- Relative energy (zero: lowest compared OMol25 entry of this formula, charge and spin): 21.3 kcal/mol


[2]
Entry from the Open Molecules 2025 dataset: one molecule with the formula C23H29N3O4 (ωB97M-V/def2-TZVPD).

Atoms and positions in Å:
C 3.56 0.88 -7.00
H 2.63 0.67 -7.52
O 3.26 1.87 -6.04
C 4.39 2.27 -5.29
H 4.07 3.13 -4.69
C 4.94 1.17 -4.36
O 6.07 0.75 -4.50
N 4.10 0.71 -3.41
C 2.77 1.23 -3.15
H 2.84 2.14 -2.53
C 1.94 0.19 -2.42
H 1.90 -0.73 -3.02
H 0.92 0.56 -2.31
C 2.53 -0.12 -1.04
C 4.06 0.00 -1.08
C 4.60 -0.28 -2.47
H 5.69 -0.23 -2.49
H 4.31 -1.29 -2.79
H 4.52 -0.68 -0.36
H 4.32 1.02 -0.78
O 2.09 0.81 -0.06
C 0.84 0.73 0.45
C -0.11 -0.23 0.13
C -1.36 -0.21 0.73
C -1.69 0.78 1.65
C -0.73 1.72 1.99
C 0.51 1.71 1.39
H 1.26 2.45 1.64
H -0.97 2.47 2.73
C -3.00 0.82 2.35
O -3.12 1.23 3.50
N -4.07 0.43 1.61
H -3.89 0.00 0.71
C -5.34 0.12 2.22
H -5.34 0.64 3.18
H -6.15 0.51 1.60
C -5.50 -1.39 2.42
C -4.24 -2.00 2.97
N -3.50 -2.63 2.07
C -2.35 -3.16 2.42
C -1.85 -3.09 3.71
C -2.61 -2.43 4.66
C -3.83 -1.86 4.30
C -4.61 -1.09 5.31
H -5.69 -1.21 5.18
H -4.37 -0.03 5.21
H -4.35 -1.40 6.32
H -2.26 -2.34 5.67
H -0.90 -3.54 3.97
H -1.80 -3.67 1.63
H -5.70 -1.86 1.46
H -6.35 -1.58 3.09
H -2.06 -0.99 0.49
H 0.10 -1.02 -0.58
H 2.25 -1.14 -0.73
H 2.30 1.49 -4.10
H 5.21 2.57 -5.95
H 3.94 -0.03 -6.53
H 4.30 1.25 -7.72

Results
- SMILES: COCC(=O)N1CCC(Oc2ccc(C(=O)NCCc3ncccc3C)cc2)CC1
- Maximum force: 0.50 eV/A
- LUMO level: 0.022 hartree
- Net charge: 0
- Relative energy (zero: lowest compared OMol25 entry of this formula, charge and spin): 31.2 kcal/mol


[3]
Entry from the Open Molecules 2025 dataset: C23H29N3O4PV as an isolated structure (ωB97M-V/def2-TZVPD).

Atoms and positions in Å:
V 1.07 1.19 1.46
C 4.66 -1.16 1.39
C 4.19 -2.37 1.89
C 2.88 -2.45 2.37
C 2.09 -1.33 2.34
N 2.55 -0.15 1.83
C 3.81 -0.08 1.36
C 0.72 -1.24 2.87
C 0.02 -2.18 3.59
C -1.23 -1.84 4.08
C -1.76 -0.57 3.89
C -1.03 0.34 3.16
N 0.16 -0.03 2.65
C -1.32 1.77 2.92
C -2.47 2.42 3.31
C -2.57 3.79 3.08
C -1.54 4.46 2.45
C -0.42 3.75 2.06
N -0.31 2.43 2.29
H 5.67 -1.06 1.02
H 4.83 -3.24 1.91
H 2.50 -3.38 2.77
H 4.13 0.88 0.96
H 0.45 -3.16 3.79
H -1.79 -2.57 4.66
H -2.71 -0.30 4.33
H -3.27 1.89 3.80
H -3.46 4.33 3.39
H -1.58 5.53 2.26
H 0.41 4.23 1.55
C 0.57 0.85 -3.89
C 1.67 0.04 -3.24
C 2.17 -1.09 -4.10
C 2.78 0.90 -2.68
O 1.09 -0.69 -2.00
P -0.06 -0.56 -1.03
O -0.10 -1.51 0.08
O 0.53 0.98 -0.06
O -1.32 0.10 -1.58
C -2.64 -0.68 -2.03
C -3.29 0.32 -2.95
C -2.18 -1.94 -2.72
C -3.40 -0.92 -0.75
H 1.00 1.34 -4.77
H 0.18 1.62 -3.23
H -0.24 0.21 -4.24
H 2.64 -0.67 -4.99
H 1.35 -1.73 -4.42
H 2.90 -1.69 -3.57
H 3.31 1.37 -3.51
H 3.50 0.29 -2.13
H 2.39 1.70 -2.05
H -2.67 0.53 -3.82
H -3.52 1.25 -2.43
H -4.23 -0.11 -3.30
H -1.57 -1.72 -3.59
H -3.06 -2.48 -3.06
H -1.65 -2.60 -2.04
H -3.64 0.02 -0.26
H -2.85 -1.58 -0.08
H -4.34 -1.41 -1.00

Results
- 2S+1: 2
- Maximum force: 1.20 eV/A
- LUMO level (alpha / beta): -0.440 / -0.423 hartree
- Net charge: +3
- Relative energy (zero: lowest compared OMol25 entry of this formula, charge and spin): 20.0 kcal/mol


[4]
Entry from the Open Molecules 2025 dataset: C23H29N7O2 as an isolated structure (ωB97M-V/def2-TZVPD).

Atoms and positions in Å:
C -3.18 -0.67 2.99
H -4.12 -0.22 3.43
H -2.40 -0.30 3.32
O -3.41 -0.45 1.53
C -2.36 -0.82 0.46
C -1.26 -1.63 0.96
C -0.22 -1.87 0.05
C -0.47 -1.53 -1.26
C -1.46 -0.63 -1.54
C -2.48 -0.18 -0.64
N -3.60 0.48 -0.73
C -3.80 1.61 -0.09
H -4.81 2.09 -0.55
C -2.86 2.89 -0.42
N -2.36 2.58 -1.94
C -0.96 2.82 -2.23
O -0.70 2.50 -3.52
C 0.07 3.43 -1.37
C 0.81 2.24 -0.86
C 0.59 1.73 0.52
N -0.37 1.98 1.19
N -0.29 1.31 2.51
C 0.53 0.39 2.28
C 1.12 -0.58 3.12
C 1.93 -1.67 2.46
C 2.54 -1.08 1.17
N 2.27 -0.01 0.29
N 1.08 0.54 1.05
N 3.74 -1.77 0.72
C 4.21 -2.94 1.25
C 4.98 -3.69 0.17
H 5.91 -4.27 0.41
C 5.43 -2.35 -0.64
H 5.84 -2.57 -1.80
C 4.27 -1.49 -0.66
H 4.29 -0.48 -0.51
H 3.44 -1.89 -1.53
H 6.36 -1.66 0.00
H 4.45 -4.28 -0.45
H 3.50 -3.76 1.76
H 4.84 -2.57 2.13
H 2.63 -2.13 3.27
H 0.71 -0.85 3.93
H 2.07 2.79 -0.82
H 1.11 1.37 -1.59
H 0.44 4.14 -2.12
H -0.44 4.04 -0.63
C -3.40 2.36 -2.89
C -3.99 0.72 -2.29
H -4.90 0.77 -2.26
H -3.58 -0.03 -2.90
H -2.98 2.09 -3.76
H -4.39 2.93 -2.84
H -1.97 2.99 0.17
H -3.34 4.05 -0.44
H -3.76 1.69 1.12
H -1.43 -0.09 -2.56
H 0.38 -1.63 -1.90
H 0.31 -2.73 0.36
H -1.35 -1.85 2.09
H -3.21 -1.84 3.03

Results
- Maximum force: 12.52 eV/A
- LUMO level: -0.042 hartree
- Net charge: 0
- Relative energy (zero: lowest compared OMol25 entry of this formula, charge and spin): 425.7 kcal/mol